Density functional theory data (ωB97M-V with the def2-TZVPD basis set) for a molecular structure, C33H38CoF6N10O4S3Te in a non-equilibrium geometry.

The geometry in XYZ format:
```
96
Properties=species:S:1:pos:R:3:forces:R:3
Co -0.123147 -0.247273 -0.323813 0.45 -0.14 -0.15
C 2.714366 2.683384 -2.156213 -0.09 0.07 0.12
C 2.428256 2.148306 -0.749264 0.19 -0.09 -0.24
C 3.398523 1.050329 -0.410624 -0.18 -0.11 -0.03
C 4.629712 1.392495 0.128038 -0.04 -0.04 0.02
C 5.591716 0.430133 0.383793 0.06 -0.01 0.01
C 5.312167 -0.892730 0.098908 0.00 -0.01 -0.03
C 4.090669 -1.279182 -0.444216 -0.22 0.02 0.02
C 3.869718 -2.760266 -0.665592 0.10 0.09 -0.22
C 4.664162 -3.307874 -1.856667 -0.08 -0.01 0.14
C 3.116487 -0.296590 -0.711559 0.56 0.14 0.11
N 1.838388 -0.662261 -1.171618 -0.52 0.45 -0.29
C 1.688986 -1.416776 -2.211073 0.26 0.27 0.19
C 0.436620 -2.019325 -2.459021 -0.46 -0.30 -0.06
C -0.057802 -2.761135 -3.542476 0.26 0.17 0.03
C -1.367640 -3.092211 -3.214124 -0.17 -0.08 0.01
C -1.609823 -2.541631 -1.946733 -0.02 -0.16 0.07
N -0.529807 -1.902240 -1.488749 0.28 -0.10 0.30
H 2.031956 3.496955 -2.407455 -0.03 0.00 -0.04
H 2.589798 1.885972 -2.887810 0.05 0.00 -0.06
H 3.736323 3.061278 -2.212900 0.01 -0.01 -0.05
H 1.408007 1.774217 -0.698067 -0.09 0.13 0.03
H 2.532999 2.961106 -0.027862 -0.06 -0.03 0.05
H 4.821719 2.434334 0.358256 0.02 0.01 0.00
H 6.549919 0.707267 0.803800 0.00 0.01 0.03
H 6.049277 -1.660697 0.308155 0.02 0.02 0.02
H 2.810488 -2.976221 -0.806272 0.02 -0.05 0.10
H 4.208854 -3.290528 0.230811 -0.05 -0.04 0.01
H 4.382189 -2.808406 -2.783664 0.00 0.00 -0.01
H 4.486576 -4.377681 -1.975099 0.04 -0.01 -0.04
H 5.731822 -3.148508 -1.705046 0.02 -0.01 -0.05
H 2.515220 -1.595077 -2.900079 0.07 -0.10 0.10
H 0.483761 -3.002474 -4.443907 -0.01 -0.05 -0.02
H -2.063033 -3.665119 -3.806170 -0.02 -0.01 0.00
H -2.511718 -2.602961 -1.353488 -0.04 0.06 -0.02
F -2.113648 3.546122 2.567576 0.12 -0.24 -0.11
C -2.721058 3.623991 1.398479 -0.20 0.41 0.05
F -2.574041 4.873501 0.953709 0.09 -0.12 -0.18
F -4.024562 3.404021 1.580791 0.04 0.02 -0.05
S -2.115450 2.421958 0.052509 0.25 0.77 0.51
O -0.842929 1.857584 0.491217 -0.23 0.08 -0.28
O -2.111954 3.220581 -1.126050 -0.32 -0.15 -0.21
N -3.244996 1.314490 0.066946 0.24 -0.24 -0.09
S -2.958816 0.282183 1.232785 -0.97 -0.45 0.46
O -2.107008 -0.815294 0.814468 -0.03 0.00 -0.52
O -2.680295 0.867254 2.504357 -0.03 -0.02 0.30
C -4.626398 -0.520560 1.399992 -0.01 -0.03 -0.25
F -5.041691 -0.999875 0.226065 0.08 0.06 -0.01
F -5.531411 0.327166 1.864058 0.13 0.05 -0.01
F -4.513812 -1.544955 2.249860 0.11 0.11 0.01
N 0.003090 1.141430 -5.356568 0.27 -0.38 -0.44
N -0.601910 0.977023 -4.141529 -0.19 0.19 0.68
N -1.886004 0.734625 -4.019974 -0.15 0.02 -0.27
C -1.997974 0.548943 -2.718330 0.14 0.01 0.08
N -0.813624 0.687436 -2.103263 0.03 -0.67 0.29
N 0.067628 0.961693 -3.035512 0.29 0.17 -0.30
H -0.646516 1.541246 -6.017911 -0.07 0.16 0.12
H 0.860925 1.664701 -5.253199 -0.08 0.15 0.11
H -2.920454 0.337853 -2.212080 -0.03 -0.05 0.00
Te 0.916820 2.250231 2.656054 1.00 0.31 1.17
C 2.592977 3.315026 3.486530 -0.27 -0.06 -0.36
C 3.872210 2.769765 3.505614 -0.03 -0.12 -0.05
C 4.957389 3.534934 3.909672 0.06 -0.03 0.00
C 4.780653 4.863049 4.269954 -0.03 0.00 0.00
C 3.505171 5.408233 4.270769 0.04 0.03 0.02
C 2.417398 4.635233 3.888903 -0.08 0.00 0.00
C 0.678461 1.069361 4.411132 -0.13 0.10 -0.25
C -0.511973 1.127762 5.123980 0.06 -0.04 -0.04
C -0.700816 0.297432 6.221556 -0.07 0.01 0.02
C 0.294792 -0.584537 6.611181 -0.04 -0.08 -0.03
C 1.482366 -0.645996 5.893909 0.05 0.03 0.00
C 1.672428 0.176233 4.794129 -0.01 -0.01 0.00
H 4.023688 1.745538 3.186106 0.03 0.02 -0.04
H 5.947517 3.096014 3.926388 0.00 0.00 -0.03
H 5.634623 5.472698 4.536349 -0.01 -0.02 0.07
H 3.355717 6.440865 4.559256 0.00 0.01 0.01
H 1.421643 5.060868 3.898184 0.02 0.03 -0.04
H -1.298469 1.801203 4.810921 -0.01 0.02 0.01
H -1.638580 0.337673 6.761455 0.02 -0.01 0.04
H 0.137765 -1.243630 7.455559 0.01 0.03 0.03
H 2.256367 -1.348288 6.178769 0.01 0.02 0.03
H 2.583541 0.105130 4.213277 0.01 -0.02 0.02
C -1.245263 -4.416445 1.605112 0.15 -0.16 -0.08
N -0.675887 -3.080511 1.681176 -0.01 -0.09 -0.25
C 0.584107 -2.677529 1.643450 -0.06 -0.13 0.24
S 0.931900 -0.987475 1.703490 -0.38 0.19 -0.65
N 1.645390 -3.486907 1.670901 -0.02 -0.01 -0.01
C 1.721711 -4.932948 1.551597 -0.16 -0.12 0.00
H -2.326657 -4.309822 1.587901 0.01 0.03 0.03
H -0.974102 -5.012923 2.475366 -0.08 0.02 -0.02
H -0.947368 -4.939532 0.695985 -0.03 0.02 0.02
H -1.327298 -2.318395 1.544806 -0.01 0.07 0.14
H 2.510334 -2.972471 1.618115 -0.01 -0.02 -0.02
H 1.158917 -5.427340 2.340606 0.09 -0.02 -0.01
H 2.764274 -5.225056 1.643883 0.02 0.05 0.03
H 1.358326 -5.278298 0.582796 0.04 0.02 0.01
```
Positions in Å, forces in eV/Å.

Values from the calculation:
total charge: 0
spin multiplicity: 2
<S²>: 0.764
Kohn-Sham gap (alpha / beta): 6.931 / 7.716 eV
largest force on an atom: 1.6 eV/Å
calculated total energy: -151656.8789 eV